# 1
The following is a DFT calculation (wB97M-V/def2-TZVPD) of a 2-piece molecular cluster, C4H7N3 overall.

Each line ends with the natural charge from an NBO analysis.
Element x y z (Å)
C: -2.001035 -0.111364 -1.826101  -0.431
N: -0.551174 -0.080260 -1.681265  -0.339
C: 0.349897 -1.453264 0.751987  -0.279
C: 1.021572 -0.610400 1.294959  0.005
C: 1.858425 0.343971 2.023518  -0.693
N: 0.515947 1.722012 -0.610909  -0.077
N: -0.075817 0.915101 -1.138803  0.255
H: -2.528240 0.281862 -0.952192  0.196
H: -2.278659 -1.156327 -1.960281  0.212
H: -2.314755 0.451036 -2.708530  0.199
H: -0.250532 -2.089490 0.144792  0.239
H: 2.581072 0.838353 1.366464  0.240
H: 1.261756 1.134091 2.491789  0.239
H: 2.411542 -0.185321 2.804573  0.235

Force components x, y, z for each atom (eV/Å):
C -0.3 0.0 0.0
N 0.3 0.4 0.0
C 0.4 0.7 0.2
C -0.3 -0.5 -0.1
C 0.1 0.0 0.1
N -0.6 -0.6 -0.6
N 0.5 0.2 0.4
H 0.1 0.0 0.0
H 0.0 0.1 0.0
H 0.0 0.0 0.0
H 0.1 -0.1 0.2
H -0.1 -0.2 0.0
H 0.0 -0.2 -0.1
H 0.0 0.1 0.0

Properties
Molecular weight, g mol⁻¹: 97.12
Kohn-Sham gap, eV: 10.3
HOMO energy, eV: -9.39
LUMO level, eV: 0.93

***

# 2
The following is a DFT calculation (wB97M-V/def2-TZVPD) of a single C4H7N3 molecule.

Each line ends with the natural charge from an NBO analysis.
Element x y z (Å)
C: -1.892134 0.960602 -0.119391  -0.447
C: 0.697258 -0.617347 -0.067108  -0.135
N: 1.660971 -1.667401 -0.085497  -0.792
C: -0.687145 -1.076604 -0.097427  0.103
N: -1.787090 -0.460207 -0.107641  -0.394
N: 1.629030 1.716355 -0.215386  -0.617
C: 1.103351 0.635460 -0.007896  0.386
H: 1.465792 -2.379901 0.608021  0.369
H: 2.607108 -1.324072 0.017498  0.375
H: 1.814145 2.376561 0.529719  0.377
H: -0.761286 -2.160345 -0.098794  0.177
H: -2.608267 1.237238 -0.894484  0.213
H: -0.941608 1.473772 -0.302144  0.175
H: -2.300126 1.285890 0.840530  0.209

Force components x, y, z for each atom (eV/Å):
C 0.3 0.4 -0.1
C 0.2 0.1 0.2
N 0.2 -0.1 -0.1
C -0.4 0.1 -0.1
N -0.4 -0.7 0.1
N 0.1 0.2 -0.5
C 0.3 0.2 0.1
H 0.1 0.1 0.1
H -0.1 -0.1 0.0
H -0.1 -0.2 0.4
H 0.1 -0.2 0.0
H 0.0 0.1 0.1
H -0.3 0.2 0.0
H 0.0 0.1 0.0

Properties
Molecular weight, g mol⁻¹: 97.12
Kohn-Sham gap, eV: 8.8
HOMO energy, eV: -7.98
LUMO level, eV: 0.84

***

# 3
The following is a DFT calculation (wB97M-V/def2-TZVPD) of C4H7N3 as an isolated structure.

Each line ends with the natural charge from an NBO analysis.
Element x y z (Å)
C: 0.921207 1.842748 0.709229  -0.618
C: 0.344415 0.443177 0.865736  -0.208
N: 0.468650 -0.338714 -0.361619  -0.591
C: -0.551322 -0.761084 -1.070425  0.248
N: -1.761052 -1.989992 -0.236101  -0.392
C: -0.614237 -1.657809 -2.169652  -0.064
N: -1.047698 -2.518342 -1.227202  -0.185
H: 0.393332 2.392282 -0.075613  0.217
H: 1.984851 1.808689 0.448738  0.208
H: 0.826396 2.397523 1.647328  0.221
H: -0.720754 0.476577 1.106136  0.216
H: 0.846589 -0.097377 1.676071  0.202
H: 1.404082 -0.591785 -0.658430  0.407
H: -2.494459 -1.405894 -0.654197  0.339

Force components x, y, z for each atom (eV/Å):
C 0.0 0.1 0.0
C -0.1 0.0 0.1
N -0.1 -0.1 -0.2
C 0.4 0.2 0.0
N 0.0 0.0 -0.1
C -0.1 0.1 0.4
N 0.0 -0.1 -0.1
H 0.1 -0.1 0.1
H -0.1 0.0 0.0
H 0.0 -0.1 -0.1
H 0.1 0.0 0.0
H -0.1 0.1 -0.1
H -0.1 0.0 0.0
H 0.1 0.0 0.0

Properties
Molecular weight, g mol⁻¹: 97.12
Kohn-Sham gap, eV: 9.1
HOMO energy, eV: -8.88
LUMO level, eV: 0.25

***

# 4
The following is a DFT calculation (wB97M-V/def2-TZVPD) of a single C4H7N3 molecule.

Each line ends with the natural charge from an NBO analysis.
Element x y z (Å)
C: -0.019739 -1.435457 -1.399125  -0.618
C: 0.793860 -0.747292 -0.305680  -0.222
N: -0.115464 -0.061147 0.607605  -0.580
C: -0.094353 1.302809 0.742713  0.337
N: 0.959247 2.013529 0.630032  -0.654
C: -1.430886 1.867430 0.962487  0.201
N: -2.493914 2.317213 1.040326  -0.275
H: -0.620029 -0.698532 -1.946270  0.212
H: -0.706235 -2.174027 -0.964117  0.202
H: 0.624557 -1.958803 -2.112462  0.222
H: 1.468690 0.008176 -0.721536  0.228
H: 1.409024 -1.470687 0.241558  0.196
H: -1.017609 -0.498419 0.728926  0.394
H: 0.747960 3.002668 0.746693  0.357

Force components x, y, z for each atom (eV/Å):
C 0.0 0.0 0.0
C 0.1 0.0 0.0
N -0.1 0.2 0.0
C 0.2 0.0 0.0
N -0.4 -0.1 0.0
C -0.9 0.5 0.1
N 1.0 -0.4 0.0
H 0.1 -0.1 0.1
H 0.1 0.1 -0.1
H -0.1 0.1 0.1
H -0.1 -0.1 0.1
H -0.1 0.1 -0.1
H 0.1 0.1 -0.1
H 0.0 -0.2 -0.1

Properties
Molecular weight, g mol⁻¹: 97.12
Kohn-Sham gap, eV: 10.5
HOMO energy, eV: -9.71
LUMO level, eV: 0.77

***

# 5
The following is a DFT calculation (wB97M-V/def2-TZVPD) of a 3-piece molecular cluster, C4H7N3 overall.

Each line ends with the natural charge from an NBO analysis.
Element x y z (Å)
C: -1.159841 -2.014502 -2.065757  0.185
C: -1.145408 -0.734394 -1.432883  0.177
C: 3.717613 1.034808 0.988886  -0.377
C: 3.135158 1.787398 0.043509  -0.373
N: -1.366105 -2.970141 -2.622948  -0.191
N: -1.403855 0.071950 -0.674223  -0.174
N: -3.918822 -0.323348 0.874098  -1.038
H: 3.983269 0.000054 0.803351  0.199
H: 3.943973 1.494571 1.923139  0.186
H: -4.370930 -1.049899 0.380626  0.346
H: 2.850581 1.154822 -0.803734  0.171
H: 2.791356 2.720158 -0.075688  0.194
H: -4.077162 -0.441297 1.858620  0.352
H: -2.979827 -0.730183 0.803005  0.343

Force components x, y, z for each atom (eV/Å):
C 0.4 4.1 1.5
C -0.1 -3.0 -0.9
C -0.5 1.7 -0.6
C 0.8 -5.8 -0.5
N -0.3 -2.7 -1.4
N 0.2 1.6 0.6
N 1.9 0.0 0.1
H -0.2 0.1 0.1
H 0.5 -0.1 0.7
H -1.6 -0.8 -0.4
H 0.2 0.4 -0.3
H -0.8 3.5 0.6
H -0.7 -0.1 0.5
H 0.2 0.8 0.0

Properties
Molecular weight, g mol⁻¹: 97.12
Kohn-Sham gap, eV: 10.0
HOMO energy, eV: -10.19
LUMO level, eV: -0.16

***

# 6
The following is a DFT calculation (wB97M-V/def2-TZVPD) of a single C4H7N3 molecule.

Each line ends with the natural charge from an NBO analysis.
Element x y z (Å)
C: 0.011401 -0.853960 0.881544  -0.486
C: 1.355631 -0.312162 0.418377  -0.208
N: 0.987561 1.005807 -0.077699  -0.597
C: -0.272806 1.028758 -0.645293  0.361
N: -0.683315 1.943451 -1.426543  -0.671
C: -0.926318 -0.228482 -0.125963  0.232
N: -2.021836 -0.728208 -0.508774  -0.558
H: -2.044741 -1.594472 0.032743  0.329
H: -0.249516 -0.489822 1.882014  0.233
H: -0.030309 -1.949419 0.901952  0.222
H: 1.747023 -0.964816 -0.377419  0.178
H: 2.093881 -0.250046 1.218465  0.205
H: 1.683453 1.618024 -0.471547  0.403
H: -1.650109 1.775347 -1.701856  0.355

Force components x, y, z for each atom (eV/Å):
C 0.1 0.0 0.1
C 0.2 -0.1 0.1
N 0.1 0.2 -0.1
C 0.1 0.1 0.0
N -0.1 -0.3 0.2
C -0.1 -0.2 0.1
N 0.4 0.1 0.1
H -0.9 -0.2 -0.3
H 0.1 0.1 -0.1
H -0.1 0.2 -0.1
H 0.1 0.2 0.1
H 0.0 0.1 -0.1
H 0.0 0.0 0.0
H 0.1 -0.1 0.1

Properties
Molecular weight, g mol⁻¹: 97.12
Kohn-Sham gap, eV: 9.8
HOMO energy, eV: -9.18
LUMO level, eV: 0.67

***

# 7
The following is a DFT calculation (wB97M-V/def2-TZVPD) of a 2-piece molecular cluster, C4H7N3 overall.

Each line ends with the natural charge from an NBO analysis.
Element x y z (Å)
C: 0.947104 0.144962 1.450466  -0.439
C: 0.044252 -2.546084 0.415716  -0.008
C: -1.433250 3.379476 -2.017229  0.076
C: -0.056968 -0.446578 -0.714856  0.251
N: 0.548451 0.346654 0.108850  -0.460
N: -0.566125 -1.662508 -0.225086  -0.450
N: -1.495824 2.286323 -2.365739  -0.318
H: 1.995367 -0.216457 1.447139  0.211
H: 0.291447 -0.720867 1.829839  0.169
H: -0.391465 -3.035406 1.280985  0.171
H: 1.063682 -2.870885 0.128771  0.145
H: -1.304193 4.428557 -1.673563  0.242
H: 0.761747 1.096989 2.010854  0.212
H: -0.404225 -0.184177 -1.676147  0.198

Force components x, y, z for each atom (eV/Å):
C -1.2 -1.7 0.2
C 1.1 -0.5 -0.5
C 0.3 0.8 0.3
C 1.0 -0.7 3.2
N -0.6 0.6 -3.4
N -0.6 1.1 0.6
N -0.1 0.6 0.1
H -0.5 0.5 0.4
H 1.0 1.1 0.5
H -0.5 -0.6 -0.3
H 0.0 0.4 0.5
H -0.3 -1.5 -0.5
H 0.5 -1.0 -0.3
H 0.0 0.7 -0.9

Properties
Molecular weight, g mol⁻¹: 97.12
Kohn-Sham gap, eV: 9.5
HOMO energy, eV: -8.58
LUMO level, eV: 0.91

***

# 8
The following is a DFT calculation (wB97M-V/def2-TZVPD) of a single C4H7N3 molecule.

Each line ends with the natural charge from an NBO analysis.
Element x y z (Å)
C: -0.637545 1.538866 -0.865678  -0.673
C: -0.898058 -1.610119 1.158710  -0.217
N: -0.132915 -0.572250 1.184291  -0.548
C: 0.904175 -0.317324 0.207396  0.360
N: 1.952940 -1.003898 0.302989  -0.554
C: 0.590535 0.664201 -1.055191  0.074
N: 1.398272 0.558481 -1.968812  -0.295
H: -0.916672 1.973210 -1.827259  0.241
H: -0.429916 2.362768 -0.169729  0.228
H: -1.501277 0.984630 -0.474252  0.227
H: -0.625996 -2.415698 0.487042  0.197
H: -1.788108 -1.649438 1.777340  0.192
H: -0.399657 0.204199 1.784538  0.405
H: 2.484218 -0.717623 -0.541388  0.363

Force components x, y, z for each atom (eV/Å):
C -0.1 0.2 -0.4
C -2.0 -2.8 -0.3
N 2.4 3.4 -0.3
C -0.8 -0.7 0.8
N 0.0 0.8 -0.8
C -0.2 -0.3 1.0
N -0.4 0.2 0.0
H 0.0 0.0 0.1
H 0.1 -0.2 -0.1
H 0.4 0.0 -0.1
H -0.1 0.0 0.2
H 0.2 0.0 -0.2
H 0.2 -0.2 -0.3
H 0.2 -0.4 0.3

Properties
Molecular weight, g mol⁻¹: 97.12
Kohn-Sham gap (alpha / beta), eV: 5.2 / 9.7
HOMO energy (alpha / beta), eV: -6.27 / -9.12
LUMO level (alpha / beta), eV: -1.10 / 0.54

***

Going through the records in order, we get ΔE to the lowest compared entry with this formula, charge and spin values of 3.929 2.195 6.115 0.540 3.231 0.331 3.179 4.167 eV.